This record from OMol25 describes C16H25B3Cl27NO5Si as an isolated structure in a non-equilibrium geometry. The level of theory is ωB97M-V/def2-TZVPD.

Calculated values
DFT total energy in Ha: -13844.9338
Total charge: 0
Gap between HOMO and LUMO in eV: 9.534
Multiplicity: 1

Element x y z (Å)
C 2.4855 -4.3133 -0.2958
C 1.3117 -4.8286 -0.6430
C 0.6822 -4.5870 -2.0369
B -0.7527 -3.8486 -1.9651
O -1.9465 -4.4503 -1.4961
B -2.8603 -3.5194 -0.9756
C -4.4110 -3.9097 -0.6607
O -5.0748 -2.7945 0.0385
N -5.4813 -3.0484 1.3743
O -6.6022 -2.7122 1.4053
O -2.5298 -2.1714 -0.6886
B -1.3192 -1.7852 -1.2901
Si -0.1787 -0.2722 -0.7115
C 0.1673 0.7603 -2.2771
C 1.3761 -1.0273 0.0910
C -1.0134 0.8707 0.5642
O -0.8648 -2.5199 -2.4361
H 3.2283 -3.8991 -0.9910
H 2.7403 -4.3291 0.7800
H 0.7351 -5.4446 0.0591
H 0.5936 -5.5647 -2.5559
H 1.4034 -3.9666 -2.6152
H -4.9886 -4.0197 -1.6195
H -4.4674 -4.8215 -0.0394
H -0.7898 1.2808 -2.5290
H 0.9311 1.5410 -2.1090
H 0.3861 0.0842 -3.1276
H 1.7118 -0.3523 0.9105
H 1.0758 -2.0133 0.5152
H 2.1943 -1.2559 -0.6231
H -0.5023 0.7225 1.5434
H -2.0977 0.6994 0.7029
H -0.8419 1.9168 0.2423
C -7.6444 -2.8268 -3.1040
Cl -7.4507 -4.5593 -2.8004
Cl -6.0777 -2.0674 -3.4035
Cl -8.7351 -2.5518 -4.4654
H -8.0803 -2.3749 -2.2208
C 2.8545 4.3430 -3.4179
Cl 3.6343 2.9253 -2.7080
Cl 1.1294 4.0368 -3.6638
Cl 3.0986 5.7655 -2.3976
H 3.3076 4.5362 -4.3828
C 0.1533 4.5491 1.9736
Cl 1.1440 3.6460 0.8214
Cl -0.1736 6.1798 1.3729
Cl -1.3591 3.6919 2.2986
H 0.7061 4.6324 2.9029
C -1.5129 7.6795 -2.3390
Cl -0.7482 9.1807 -1.8022
Cl -2.6596 7.9998 -3.6454
Cl -0.2949 6.5081 -2.8514
H -2.0589 7.2585 -1.5027
C -2.2096 -4.8494 3.3023
Cl -3.3646 -4.1779 2.1467
Cl -0.9895 -5.8182 2.4826
Cl -1.4532 -3.5617 4.2467
H -2.7510 -5.4965 3.9824
C 3.1812 5.6053 4.9901
Cl 3.2717 5.5757 6.7522
Cl 2.5559 4.0715 4.3716
Cl 2.1748 6.9490 4.4404
H 4.1819 5.7468 4.5996
C 2.0732 -8.0963 -3.9664
Cl 0.7070 -7.3442 -4.7985
Cl 3.2044 -8.7888 -5.1333
Cl 2.8903 -6.9276 -2.9232
H 1.6926 -8.8982 -3.3453
C 6.7900 0.3550 -2.1669
Cl 7.1639 0.5828 -3.8780
Cl 7.2021 1.8023 -1.2421
Cl 5.0848 -0.0550 -1.9521
H 7.3873 -0.4684 -1.7946
C 1.4583 7.6816 9.7076
Cl 2.9650 6.8960 10.1949
Cl 0.8020 8.6448 11.0347
Cl 1.7135 8.6861 8.2774
H 0.7386 6.9111 9.4581

Okay, here come the Mulliken numbers, in e, for every atom:
1. C -0.8535
2. C 0.1710
3. C 0.1383
4. B 0.1894
5. O -0.5266
6. B 0.7607
7. C -0.6260
8. O -0.0751
9. N 0.0891
10. O -0.3718
11. O -0.5690
12. B 0.7084
13. Si 0.2140
14. C -0.7997
15. C -0.9053
16. C -0.9555
17. O -0.0844
18. H 0.2820
19. H 0.2583
20. H 0.0981
21. H -0.2792
22. H 0.3021
23. H -0.0508
24. H 0.5642
25. H 0.2924
26. H -0.0074
27. H 0.3716
28. H 0.3940
29. H 0.2249
30. H 0.1263
31. H 0.3643
32. H 0.4237
33. H 0.0268
34. C 0.0720
35. Cl -0.1378
36. Cl -0.0918
37. Cl -0.1327
38. H 0.2861
39. C -0.0824
40. Cl -0.0479
41. Cl -0.1282
42. Cl -0.1113
43. H 0.3455
44. C 0.5531
45. Cl 0.0143
46. Cl -0.1189
47. Cl -0.1164
48. H -0.3103
49. C 0.0061
50. Cl -0.1350
51. Cl -0.1386
52. Cl -0.0053
53. H 0.2684
54. C -0.0961
55. Cl 0.0992
56. Cl -0.1113
57. Cl -0.1371
58. H 0.3706
59. C 0.0255
60. Cl -0.0820
61. Cl -0.1296
62. Cl -0.1188
63. H 0.3037
64. C 0.0503
65. Cl -0.1344
66. Cl -0.1314
67. Cl -0.0867
68. H 0.2855
69. C -0.0631
70. Cl -0.1169
71. Cl -0.1098
72. Cl -0.0272
73. H 0.3310
74. C 0.0435
75. Cl -0.1225
76. Cl -0.1281
77. Cl -0.0939
78. H 0.2953